The following is a DFT calculation (the ωB97M-V functional and the def2-TZVPD basis) of a structure of composition C4H2MnO2 in a non-equilibrium geometry.

Computed properties:
E_HOMO (alpha / beta) (eV): -12.1 / -11.9
Maximum force (eV/Å): 6.0
Charge: +1
Relative energy (zero: lowest compared OMol25 entry of this formula, charge and spin) (kcal/mol): 32.8
Spin multiplicity: 7
Total energy (a.u.): -1454.48025

Atoms and positions in Å:
O (0.9735, 2.3718, 0.0914)
C (0.7550, 1.4334, -0.5795)
C (-0.0727, 0.3083, -1.4011)
C (1.2112, 0.3225, -2.0079)
H (1.9661, -0.4622, -1.9130)
H (0.2578, 0.3310, -2.9240)
O (-1.5462, -0.6289, 1.5877)
C (-1.9804, -0.1734, 2.5317)
Mn (-0.7992, -1.1962, -0.2868)